1.
ORCA calculation (ωB97M-V/def2-TZVPD) on C15H18N7Ru as an isolated structure.

ORCA input file:
```
! wB97M-V def2-TZVPD RIJCOSX def2/J DEFGRID3
* xyz 2 2
Ru 0.44 -0.03 0.49
C 2.54 1.19 -1.21
C 1.24 1.95 -1.40
N 0.43 2.02 -0.14
C -0.98 2.38 -0.47
C -1.70 1.18 -1.04
C -2.84 1.22 -1.81
C -3.44 0.02 -2.18
C -2.91 -1.19 -1.76
C -1.76 -1.18 -1.00
C -1.10 -2.40 -0.38
N 0.32 -2.10 -0.07
C 1.13 -2.12 -1.33
C 2.47 -1.42 -1.16
N 2.31 -0.10 -0.47
N -1.18 -0.01 -0.68
H 3.25 1.78 -0.62
H 3.01 1.00 -2.18
H 0.62 1.44 -2.15
H 1.45 2.95 -1.78
H 0.81 2.73 0.47
H -1.02 3.23 -1.16
H -1.48 2.68 0.45
H -3.27 2.17 -2.11
H -4.34 0.03 -2.78
H -3.38 -2.13 -2.03
H -1.19 -3.26 -1.04
H -1.62 -2.64 0.55
H 0.66 -2.81 0.57
H 0.54 -1.60 -2.09
H 1.28 -3.14 -1.67
H 2.94 -1.29 -2.13
H 3.14 -2.02 -0.55
H 2.97 -0.10 0.30
N 0.36 0.06 2.42
C 0.23 0.13 3.59
C 0.10 0.22 4.94
C -0.02 -0.97 5.70
N -0.11 -1.94 6.32
C 0.06 1.50 5.55
N 0.03 2.54 6.04
*
```

* energy relative to the best compared isomer or geometry (same formula, charge and spin): 0.00 kJ/mol
* molar mass: 397.4 g mol⁻¹
* Kohn-Sham gap (alpha / beta): 6.3747 / 5.8648 eV



2.
ORCA calculation (ωB97M-V/def2-TZVPD) on C15H18N7Ru as an isolated structure.

ORCA input file:
```
! wB97M-V def2-TZVPD RIJCOSX def2/J DEFGRID3
* xyz 2 2
Ru 0.44 -0.02 0.49
C 2.54 1.19 -1.21
C 1.24 1.95 -1.41
N 0.43 2.03 -0.16
C -0.98 2.39 -0.49
C -1.70 1.18 -1.05
C -2.84 1.22 -1.82
C -3.44 0.02 -2.18
C -2.91 -1.20 -1.76
C -1.76 -1.18 -0.99
C -1.11 -2.39 -0.37
N 0.32 -2.09 -0.05
C 1.13 -2.11 -1.31
C 2.47 -1.42 -1.15
N 2.31 -0.09 -0.47
N -1.18 0.00 -0.69
H 3.25 1.79 -0.63
H 3.01 0.99 -2.18
H 0.63 1.44 -2.15
H 1.45 2.95 -1.80
H 0.80 2.75 0.46
H -1.02 3.23 -1.19
H -1.48 2.69 0.43
H -3.27 2.17 -2.13
H -4.34 0.03 -2.79
H -3.38 -2.13 -2.02
H -1.19 -3.26 -1.03
H -1.62 -2.62 0.56
H 0.66 -2.80 0.59
H 0.54 -1.60 -2.08
H 1.28 -3.14 -1.65
H 2.95 -1.29 -2.12
H 3.14 -2.02 -0.54
H 2.97 -0.09 0.31
N 0.35 0.06 2.43
C 0.24 0.13 3.60
C 0.10 0.21 4.95
C -0.01 -0.99 5.70
N -0.10 -1.96 6.31
C 0.07 1.49 5.56
N 0.03 2.52 6.06
*
```

* energy relative to the best compared isomer or geometry (same formula, charge and spin): 0.54 kJ/mol
* molar mass: 397.4 g mol⁻¹
* Kohn-Sham gap (alpha / beta): 6.2871 / 5.8544 eV



3.
ORCA calculation (ωB97M-V/def2-TZVPD) on a 2-piece molecular cluster, C15H18O overall.

ORCA input file:
```
! wB97M-V def2-TZVPD RIJCOSX def2/J DEFGRID3
* xyz 0 1
C -2.53 2.33 1.66
C -1.42 1.77 0.72
C -1.82 0.60 -0.13
C -2.34 -0.54 0.41
C -3.03 -1.49 -0.37
C -3.17 -1.23 -1.71
O -3.84 -2.04 -2.59
C -2.60 -0.11 -2.33
C -2.08 0.85 -1.50
H -2.65 3.37 1.37
H -2.39 2.21 2.73
H -3.48 1.86 1.40
H -0.88 2.62 0.32
H -0.59 1.38 1.34
H -2.33 -0.71 1.48
H -3.31 -2.47 -0.01
H -4.06 -2.90 -2.21
H -2.48 -0.06 -3.40
H -1.76 1.82 -1.86
C 4.92 -1.02 1.46
C 3.67 -0.66 0.72
C 2.40 -1.02 1.13
C 1.29 -0.71 0.37
C 1.44 -0.01 -0.82
C 2.69 0.39 -1.23
C 3.81 0.10 -0.45
H 5.68 -0.24 1.37
H 5.38 -1.96 1.15
H 4.71 -1.21 2.51
H 2.29 -1.55 2.07
H 0.31 -1.11 0.57
H 0.55 0.07 -1.43
H 2.85 1.18 -1.96
H 4.77 0.47 -0.78
*
```

* energy relative to the best compared isomer or geometry (same formula, charge and spin): 95.69 kJ/mol
* molar mass: 214.3 g mol⁻¹
* Kohn-Sham gap: 9.2268 eV



4.
ORCA calculation (ωB97M-V/def2-TZVPD) on one molecule with the formula C15H18O5.

ORCA input file:
```
! wB97M-V def2-TZVPD RIJCOSX def2/J DEFGRID3
* xyz 0 1
C -1.04 -3.01 -1.75
C -0.59 -1.69 -1.10
C -0.34 -1.70 0.28
C -0.64 -2.82 1.28
O -0.09 -3.94 1.30
C -0.88 -2.14 2.60
O -1.17 -2.95 3.70
C -0.67 -0.80 2.51
C -0.74 0.11 3.62
C -0.03 -0.38 1.15
C -0.30 1.07 0.52
O -0.10 2.37 1.29
C 0.23 3.26 0.44
O 0.55 4.51 0.66
C 0.41 2.67 -1.00
C 1.60 3.36 -1.71
C 0.71 1.24 -0.68
C 0.86 0.34 -1.87
O 2.03 -0.50 -1.92
C -0.46 -0.52 -2.06
H -2.01 -3.02 -2.29
H -1.06 -3.79 -0.99
H -0.32 -3.23 -2.53
H -0.92 -3.90 3.46
H -1.42 0.93 3.37
H -1.20 -0.48 4.49
H 0.29 0.50 3.83
H 1.01 -0.24 1.43
H -1.38 1.03 0.12
H -0.66 2.78 -1.66
H 2.10 2.67 -2.46
H 2.36 3.86 -1.03
H 1.11 4.07 -2.35
H 1.72 1.22 -0.29
H 0.95 0.96 -2.69
H 1.97 -1.21 -2.60
H -0.58 -0.81 -3.14
H -1.28 0.18 -1.93
*
```

* energy relative to the best compared isomer or geometry (same formula, charge and spin): 381.52 kJ/mol
* molar mass: 278.3 g mol⁻¹
* Kohn-Sham gap: 8.7455 eV



5.
ORCA calculation (ωB97M-V/def2-TZVPD) on C15H19AsBrF2N6SZn as an isolated structure.

ORCA input file:
```
! wB97M-V def2-TZVPD RIJCOSX def2/J DEFGRID3
* xyz 1 1
Zn 0.18 -0.41 -0.31
N 3.43 -0.70 2.57
C 3.02 -0.91 1.32
N 1.83 -0.36 1.17
C 1.56 0.18 2.39
N 2.51 -0.01 3.28
C 0.30 0.88 2.62
C -0.01 1.55 3.80
N -1.16 2.20 3.94
C -1.99 2.18 2.91
C -1.69 1.51 1.73
N -0.54 0.86 1.59
H 4.29 -0.99 3.01
H 3.58 -1.45 0.58
H 0.69 1.56 4.63
H -2.93 2.72 3.01
H -2.37 1.50 0.88
F -2.49 0.32 -1.16
C -1.15 0.48 -1.58
F -1.10 -0.15 -2.83
H -1.07 1.55 -1.80
Br 4.66 -0.43 -5.47
C 3.50 -0.46 -4.00
C 2.51 -1.42 -3.91
C 1.68 -1.40 -2.81
N 1.79 -0.50 -1.83
C 2.75 0.42 -1.93
C 3.63 0.49 -2.99
H 2.38 -2.17 -4.68
H 0.88 -2.13 -2.70
H 2.82 1.14 -1.12
H 4.39 1.25 -3.03
C -2.83 -2.87 -1.89
As -2.29 -3.01 -0.05
C -3.38 -1.85 1.01
C -2.68 -4.80 0.50
S -0.21 -2.69 0.25
H -3.89 -3.09 -1.95
H -2.26 -3.59 -2.47
H -2.63 -1.86 -2.25
H -4.43 -2.10 0.87
H -3.19 -0.83 0.69
H -3.10 -1.98 2.06
H -3.74 -5.00 0.36
H -2.41 -4.92 1.55
H -2.09 -5.48 -0.11
*
```

* energy relative to the best compared isomer or geometry (same formula, charge and spin): 8.63 kJ/mol
* molar mass: 573.6 g mol⁻¹
* Kohn-Sham gap: 8.4031 eV



6.
ORCA calculation (ωB97M-V/def2-TZVPD) on one molecule with the formula C15H19BrN2O2.

ORCA input file:
```
! wB97M-V def2-TZVPD RIJCOSX def2/J DEFGRID3
* xyz 0 1
N 0.64 -1.09 -1.21
C 0.20 -0.33 -0.18
N -0.89 0.35 -0.18
O -1.67 0.22 -1.36
C -2.94 0.63 -1.22
O -3.44 1.00 -0.19
C -3.67 0.56 -2.55
C -3.04 -0.38 -3.57
C -3.85 -0.46 -4.86
C -3.71 0.79 -5.74
C -2.39 0.60 -6.50
C -2.12 -0.92 -6.50
C -3.32 -1.55 -5.79
C 1.03 -0.20 1.03
C 2.40 -0.45 0.99
C 3.16 -0.33 2.14
C 2.55 0.04 3.33
Br 3.59 0.19 4.91
C 1.19 0.29 3.38
C 0.43 0.17 2.23
H 1.33 -1.80 -1.04
H 0.00 -1.25 -1.97
H -4.70 0.27 -2.34
H -3.70 1.58 -2.93
H -2.03 -0.04 -3.80
H -2.97 -1.38 -3.13
H -4.90 -0.64 -4.60
H -4.54 0.83 -6.44
H -3.71 1.71 -5.16
H -1.58 1.13 -6.01
H -2.47 0.99 -7.51
H -2.00 -1.31 -7.51
H -1.20 -1.14 -5.95
H -4.09 -1.81 -6.53
H -3.05 -2.46 -5.26
H 2.89 -0.70 0.07
H 4.22 -0.51 2.11
H 0.72 0.59 4.31
H -0.63 0.38 2.24
*
```

* energy relative to the best compared isomer or geometry (same formula, charge and spin): 172.91 kJ/mol
* molar mass: 339.2 g mol⁻¹
* Kohn-Sham gap: 9.4094 eV



7.
ORCA calculation (ωB97M-V/def2-TZVPD) on C15H19ClN2O10RhS3Si as an isolated structure.

ORCA input file:
```
! wB97M-V def2-TZVPD RIJCOSX def2/J DEFGRID3
* xyz -1 1
Rh -0.08 -1.06 1.02
O 0.51 -3.10 1.76
S 1.00 -3.47 0.41
O 0.62 -4.76 -0.08
O 0.56 -2.34 -0.48
C 2.79 -3.46 0.47
C 3.37 -4.69 0.21
C 4.74 -4.86 0.31
C 5.54 -3.80 0.69
C 4.96 -2.56 0.94
C 3.59 -2.36 0.82
S 3.03 -0.65 1.05
O 1.98 -0.73 2.09
O 4.21 0.06 1.49
O 2.50 -0.27 -0.24
H 2.73 -5.51 -0.07
H 5.18 -5.83 0.10
H 6.61 -3.92 0.79
H 5.57 -1.71 1.21
C -2.43 -1.15 -2.28
N -3.17 -0.43 -1.24
C -3.94 0.69 -1.41
C -4.31 1.11 -0.18
N -3.77 0.23 0.72
C -3.05 -0.70 0.07
S -2.15 -1.99 0.79
H -2.49 -0.56 -3.19
H -2.86 -2.13 -2.43
H -1.39 -1.25 -1.97
H -4.13 1.11 -2.38
H -4.89 1.96 0.13
H -3.69 0.32 1.74
C -2.40 3.97 -1.15
Si -0.63 3.33 -1.12
C 0.10 3.44 -2.84
C 0.39 4.36 0.07
C -0.59 1.60 -0.56
C -0.48 0.52 -0.01
H -2.44 5.04 -1.38
H -2.85 3.81 -0.17
H -2.99 3.44 -1.89
H 0.18 4.47 -3.19
H -0.51 2.88 -3.56
H 1.10 3.00 -2.85
H 0.64 5.33 -0.36
H 1.31 3.83 0.31
H -0.15 4.52 1.00
O -1.19 1.09 4.73
Cl -1.57 0.88 3.37
O -2.93 0.36 3.32
O -1.49 2.08 2.60
O -0.65 -0.15 2.84
*
```

* energy relative to the best compared isomer or geometry (same formula, charge and spin): 55.37 kJ/mol
* molar mass: 650.0 g mol⁻¹
* Kohn-Sham gap: 8.0915 eV



8.
ORCA calculation (ωB97M-V/def2-TZVPD) on one molecule with the formula C15H19FN4OS2.

ORCA input file:
```
! wB97M-V def2-TZVPD RIJCOSX def2/J DEFGRID3
* xyz 0 1
C -7.63 -1.54 0.03
C -6.20 -1.86 0.40
S -5.10 -0.47 -0.07
C -3.53 -1.17 0.58
C -2.38 -0.35 0.15
N -1.45 -0.72 -0.68
N -0.58 0.28 -0.82
C -0.98 1.27 -0.06
S -0.20 2.81 0.13
C 1.11 2.66 -1.12
C 2.32 1.90 -0.60
O 3.28 2.49 -0.16
N 2.18 0.56 -0.72
C 3.08 -0.44 -0.33
C 4.18 -0.16 0.47
C 5.02 -1.20 0.84
F 6.08 -0.92 1.63
C 4.80 -2.50 0.44
C 3.71 -2.76 -0.37
C 2.84 -1.75 -0.77
C 1.68 -2.07 -1.67
N -2.13 0.93 0.58
C -2.90 1.73 1.50
H -7.97 -0.64 0.55
H -7.72 -1.37 -1.04
H -8.28 -2.36 0.30
H -5.85 -2.74 -0.13
H -6.10 -2.01 1.48
H -3.41 -2.17 0.17
H -3.60 -1.20 1.67
H 1.40 3.69 -1.34
H 0.66 2.20 -2.00
H 1.28 0.23 -1.06
H 4.39 0.84 0.80
H 5.47 -3.28 0.75
H 3.52 -3.77 -0.70
H 1.70 -3.12 -1.94
H 0.72 -1.86 -1.19
H 1.73 -1.48 -2.59
H -2.68 1.44 2.53
H -2.63 2.77 1.36
H -3.96 1.59 1.29
*
```

* molar mass: 354.5 g mol⁻¹
* Kohn-Sham gap: 8.6591 eV



9.
ORCA calculation (ωB97M-V/def2-TZVPD) on C15H19LuN3 as an isolated structure.

ORCA input file:
```
! wB97M-V def2-TZVPD RIJCOSX def2/J DEFGRID3
* xyz 3 1
N -0.86 3.15 1.79
C -0.99 2.07 1.26
C -0.97 0.70 0.43
C -0.56 -0.50 1.44
C -0.96 0.01 2.93
N -1.16 0.46 4.05
C -1.50 -1.81 1.20
C -1.72 -2.19 -0.35
C -3.22 -1.80 -0.92
N -3.15 -1.44 -2.37
C 1.02 -0.83 1.50
C 1.76 -0.91 0.07
C 2.34 0.53 -0.44
C 2.23 1.87 0.40
C 2.74 3.28 -0.06
C 3.41 3.37 -1.47
C 3.57 2.04 -2.30
C 3.07 0.63 -1.85
H -2.08 0.50 0.13
H -0.38 0.74 -0.55
H -1.13 -2.67 1.86
H -2.55 -1.49 1.63
H -0.96 -1.72 -1.07
H -1.68 -3.35 -0.42
H -3.98 -2.66 -0.73
H -3.67 -0.86 -0.37
H -2.56 -2.17 -2.81
H -4.09 -1.41 -2.79
H 1.59 -0.14 2.22
H 1.11 -1.89 1.97
H 1.16 -1.43 -0.76
H 2.71 -1.56 0.23
H 1.74 1.83 1.44
H 2.60 4.23 0.58
H 3.75 4.40 -1.83
H 4.08 2.10 -3.34
H 3.21 -0.32 -2.48
Lu -3.96 -0.73 1.87
*
```

* molar mass: 416.3 g mol⁻¹
* Kohn-Sham gap: 2.0068 eV



10.
ORCA calculation (ωB97M-V/def2-TZVPD) on C15H19N3O2PdSi as an isolated structure.

ORCA input file:
```
! wB97M-V def2-TZVPD RIJCOSX def2/J DEFGRID3
* xyz 0 3
Pd 0.75 0.00 -0.05
O 4.48 1.08 -0.90
C 3.26 0.87 -0.92
N 2.60 0.14 0.04
C 3.29 -0.38 1.20
C 2.29 -1.08 2.08
C 2.65 -1.78 3.21
C 1.67 -2.40 3.99
C 0.34 -2.31 3.57
C 0.04 -1.60 2.43
N 0.98 -0.99 1.68
C 2.33 1.32 -1.95
C 2.72 2.03 -3.09
C 1.78 2.40 -4.03
C 0.43 2.03 -3.82
C 0.09 1.34 -2.69
N 0.99 1.00 -1.75
H 3.78 0.44 1.75
H 4.09 -1.07 0.89
H 3.69 -1.83 3.49
H 1.94 -2.94 4.88
H -0.45 -2.77 4.14
H -0.98 -1.50 2.07
H 3.76 2.26 -3.19
H 2.07 2.95 -4.91
H -0.32 2.28 -4.55
H -0.93 1.04 -2.49
C -3.49 -1.37 -1.30
Si -2.82 -0.05 -0.07
C -3.47 1.68 -0.61
C -3.55 -0.42 1.67
O -1.24 -0.10 -0.10
H -4.57 -1.37 -1.30
H -3.15 -2.36 -1.02
H -3.15 -1.17 -2.31
H -4.55 1.72 -0.57
H -3.16 1.94 -1.61
H -3.09 2.45 0.06
H -4.62 -0.28 1.68
H -3.12 0.25 2.42
H -3.35 -1.44 1.99
*
```

* energy relative to the best compared isomer or geometry (same formula, charge and spin): 96.96 kJ/mol
* molar mass: 407.8 g mol⁻¹
* Kohn-Sham gap (alpha / beta): 4.7909 / 6.3937 eV



11.
ORCA calculation (ωB97M-V/def2-TZVPD) on C15H19N3O3Re as an isolated structure.

ORCA input file:
```
! wB97M-V def2-TZVPD RIJCOSX def2/J DEFGRID3
* xyz 4 4
N -0.63 3.98 1.27
C -0.08 4.89 0.80
C 0.63 6.02 0.19
H -0.07 6.83 -0.05
H 1.12 5.76 -0.76
H 1.38 6.45 0.87
N 3.75 -2.27 -0.03
C 4.63 -3.01 -0.16
C 5.74 -3.90 -0.39
H 6.39 -3.48 -1.15
H 5.38 -4.86 -0.75
H 6.32 -4.06 0.52
N -4.02 -0.78 1.36
C -4.62 -1.69 0.93
C -5.35 -2.84 0.41
H -5.05 -3.76 0.95
H -5.18 -2.97 -0.67
H -6.43 -2.71 0.56
Re 0.62 -0.51 -0.62
C 0.28 -2.26 0.39
O 0.05 -3.22 1.00
C 1.61 0.39 0.90
O 2.12 0.89 1.81
C 0.81 1.15 -1.93
C -0.43 1.17 -1.31
C -1.25 0.04 -1.34
C -0.81 -1.09 -2.05
C 0.45 -1.10 -2.67
C 1.27 0.02 -2.57
H 1.48 2.00 -1.84
H -0.74 2.04 -0.74
H -2.18 -0.01 -0.80
H -1.39 -1.98 -2.06
H 0.81 -1.97 -3.17
H 2.25 -0.02 -3.02
C -1.37 1.44 2.88
O -1.20 0.22 2.07
H -2.03 1.19 3.75
H -1.78 2.31 2.28
H -0.36 1.84 3.27
H -2.11 -0.16 1.89
*
```

* energy relative to the best compared isomer or geometry (same formula, charge and spin): 428.33 kJ/mol
* molar mass: 475.5 g mol⁻¹
* Kohn-Sham gap (alpha / beta): 4.8282 / 3.3513 eV



12.
ORCA calculation (ωB97M-V/def2-TZVPD) on C15H19N7S as an isolated structure.

ORCA input file:
```
! wB97M-V def2-TZVPD RIJCOSX def2/J DEFGRID3
* xyz 0 1
N -3.44 2.61 0.44
N -2.79 -1.75 -0.74
N -1.22 -0.90 0.75
N 5.02 4.09 -0.16
S -1.69 -3.03 -0.56
C -2.58 1.61 0.58
C -2.33 -0.75 -0.03
C -0.83 -2.11 0.64
C -4.48 2.09 -0.34
C -4.26 0.77 -0.68
C 4.04 4.25 -1.08
C 4.77 3.40 0.96
C 2.74 3.79 -0.87
C 3.48 2.93 1.24
C 2.42 3.10 0.35
N -3.03 0.47 -0.07
N 0.28 -2.56 1.38
N 1.14 1.17 1.17
C 0.76 -3.94 1.27
C 1.02 2.50 0.61
C 1.07 -1.61 2.16
C 1.72 0.09 0.34
C 2.19 -1.01 1.29
H -1.67 1.64 1.18
H -5.34 2.67 -0.62
H -4.91 0.11 -1.27
H 4.28 4.71 -2.02
H 5.57 3.25 1.67
H 1.92 3.95 -1.58
H 3.32 2.45 2.20
H 0.21 0.87 1.51
H 0.18 -4.56 1.95
H 1.81 -3.98 1.55
H 0.70 -4.40 0.28
H 0.50 2.44 -0.34
H 0.48 3.13 1.31
H 0.39 -0.88 2.64
H 1.55 -2.05 3.00
H 2.62 0.41 -0.23
H 1.03 -0.33 -0.41
H 2.72 -1.82 0.76
H 2.88 -0.58 2.02
*
```

* energy relative to the best compared isomer or geometry (same formula, charge and spin): 264.46 kJ/mol
* molar mass: 329.4 g mol⁻¹
* Kohn-Sham gap: 9.2464 eV